# 1
75
Properties=species:S:1:pos:R:3:forces:R:3:mulliken_charge:R:1 method="wB97M-V/def2-TZVPD" charge=+2 spin_multiplicity=3
Mo -0.3885 0.9466 0.6679 -1.44 1.49 0.08 0.223
C 3.9983 0.8369 2.2351 0.01 -0.08 0.03 -1.361
C 3.0287 -0.1574 2.7955 -0.15 0.23 -0.23 0.495
N 3.4168 -0.9417 3.7792 0.09 0.00 -0.02 -0.555
C 2.5932 -1.8571 4.2980 -0.06 0.06 -0.04 -1.110
C 1.3016 -2.0731 3.8625 -0.10 -0.04 0.07 0.825
C 0.4944 -3.2062 4.4546 0.08 -0.06 -0.08 -0.955
O -0.8593 -2.8596 4.6970 -0.02 0.06 0.00 -0.538
C 0.8298 -1.2473 2.8134 0.50 0.49 0.04 0.508
C -0.4449 -1.4876 2.2286 -0.24 -0.07 -0.43 -1.086
N -0.9487 -0.9602 1.1133 0.17 -0.53 0.72 0.442
C -2.0956 -1.6558 0.6088 -0.49 -0.28 -0.23 0.200
C -2.1777 -3.0473 0.7090 0.23 0.17 0.04 -0.241
C -3.3259 -3.7233 0.3380 -0.08 -0.05 -0.03 -0.823
C -4.4201 -3.0317 -0.1579 0.01 0.02 0.02 -0.636
C -4.3349 -1.6604 -0.3492 0.03 0.05 -0.06 -0.626
C -3.1759 -1.0077 0.0180 0.23 0.64 -0.04 0.391
I -3.0078 1.0725 -0.4022 -0.24 -0.64 -0.08 0.328
C 1.7089 -0.2575 2.3067 -0.32 -0.72 0.76 0.584
O 1.2591 0.5744 1.3787 1.55 -0.10 -0.03 -0.411
H 4.5454 1.3110 3.0478 -0.04 0.04 0.01 0.495
H 3.4968 1.5921 1.6322 0.08 0.03 0.00 0.213
H 4.7392 0.3192 1.6218 -0.01 0.03 -0.05 0.304
H 3.0091 -2.4433 5.1100 -0.07 -0.04 -0.01 0.390
H 0.9919 -3.5524 5.3602 0.00 -0.02 -0.01 0.526
H 0.5053 -4.0428 3.7475 -0.03 -0.02 0.06 0.281
H -1.0195 -2.7801 5.6420 0.01 0.00 0.00 0.326
H -1.0505 -2.2354 2.7288 0.01 -0.06 -0.10 1.384
H -1.3143 -3.6016 1.0561 -0.05 -0.04 0.02 0.573
H -3.3611 -4.8002 0.4276 0.00 0.01 0.03 0.429
H -5.3329 -3.5498 -0.4167 0.03 -0.03 -0.05 0.416
H -5.1557 -1.1115 -0.7898 -0.02 -0.03 0.02 0.441
C 2.5679 -0.1285 -1.2870 0.10 0.04 -0.04 -1.190
C 1.8482 1.1493 -1.5171 0.00 -0.05 -0.15 0.860
N 0.5940 1.4286 -1.1288 0.08 0.11 -0.17 -0.026
C 0.2366 2.6274 -1.7409 0.11 0.08 -0.22 -0.781
C 1.2856 3.0716 -2.4612 -0.11 0.05 0.09 -0.549
N 2.2958 2.1426 -2.3037 -0.14 -0.13 0.10 0.350
C 3.6579 2.2892 -2.8384 0.26 -0.05 0.08 -1.343
N 4.6274 2.5023 -1.8115 -0.08 0.19 -0.14 0.828
N 5.4492 1.4821 -1.4248 -0.17 -0.09 0.02 -0.529
N 6.2415 1.9002 -0.5294 0.25 -0.17 0.12 -0.550
C 5.9981 3.2355 -0.2883 -0.47 0.24 -0.36 0.243
C 6.6063 4.1370 0.5865 0.06 -0.04 0.01 -0.769
C 6.1155 5.4228 0.6008 0.12 -0.03 0.09 -0.562
C 5.0471 5.8146 -0.2251 -0.11 -0.01 -0.08 -0.581
C 4.4383 4.9396 -1.0997 -0.08 0.09 -0.08 -0.817
C 4.9470 3.6434 -1.1235 0.21 -0.26 0.36 1.443
H 2.0194 -0.7615 -0.5986 -0.04 -0.02 0.04 0.129
H 3.5796 0.0291 -0.9205 0.06 0.04 0.08 0.220
H 2.6555 -0.6653 -2.2352 -0.02 0.03 -0.01 0.482
H -0.7351 3.0732 -1.6297 0.02 0.02 0.09 0.426
H 1.3933 3.9512 -3.0722 0.06 -0.02 0.01 0.484
H 3.6439 3.1443 -3.5100 -0.06 -0.03 -0.09 0.532
H 3.9464 1.3948 -3.3879 -0.04 0.00 0.01 0.260
H 7.4346 3.8252 1.2080 -0.01 0.03 0.02 0.486
H 6.5625 6.1586 1.2552 0.00 -0.02 0.00 0.408
H 4.6942 6.8360 -0.1722 0.02 0.00 -0.01 0.413
H 3.6179 5.2545 -1.7326 0.03 0.03 0.01 0.379
O -1.3520 1.4981 2.4904 0.26 -0.16 -0.27 -0.652
C -1.3380 2.7323 2.1685 -0.12 0.17 0.43 1.723
O -0.8141 2.9834 1.0214 0.10 -0.49 -0.28 -0.653
C -1.8942 3.7764 3.0210 0.02 -0.02 0.00 0.093
C -1.8946 5.1025 2.5838 0.03 -0.18 0.03 -0.415
C -2.4290 6.0824 3.3969 -0.06 0.21 0.05 -0.577
C -2.9507 5.7172 4.6269 0.12 -0.29 -0.22 -0.017
C -2.9577 4.4065 5.0756 -0.10 0.11 0.17 -0.592
C -2.4236 3.4255 4.2648 0.08 0.00 -0.14 -0.418
N -3.5318 6.7685 5.4963 -0.03 0.17 0.12 1.002
O -3.4701 7.9084 5.0895 -0.03 -0.18 0.06 -0.574
O -4.0181 6.4048 6.5447 0.07 0.05 -0.16 -0.574
H -1.4768 5.3482 1.6178 -0.01 0.06 0.00 0.485
H -2.4513 7.1202 3.0984 0.00 0.00 0.00 0.511
H -3.3805 4.1838 6.0442 0.01 -0.02 0.00 0.510
H -2.4052 2.3916 4.5791 -0.04 0.01 0.04 0.474

# 2
166
Properties=species:S:1:pos:R:3:forces:R:3:mulliken_charge:R:1 method="wB97M-V/def2-TZVPD" smiles="CCCCCCC[C@H](O[C@](CCCS(=O)(=O)O)(P(C)C)C(F)(F)C(F)(F)C(F)(F)F)[C@](CCC(N)=O)(N=C=S)O[C@H](O)S.COP(=O)(OC)OC.COP(=O)(OC)OC.COP(=O)(OC)OC.COP(=O)(OC)OC.COP(=O)(OC)OC"
C 1.6610 -4.4962 -2.0967 -0.69 0.47 0.06 -1.317
C 0.3900 -3.6431 -1.9018 0.38 -0.88 0.20 0.321
C -0.8193 -4.3673 -2.5088 -0.04 1.20 -0.65 -0.988
C -2.0060 -3.3966 -2.6712 0.46 -0.22 1.58 -0.191
C -2.5949 -3.0729 -1.2818 -0.85 -0.53 -0.67 -0.732
C -3.9617 -2.3366 -1.3936 0.89 0.35 1.50 -0.946
C -3.8771 -0.9680 -0.6651 0.43 -0.15 -0.51 0.182
C -4.7930 0.1186 -1.2625 -0.87 -2.29 0.92 -0.715
O -4.4383 1.4514 -1.0100 0.18 -0.34 -1.33 -0.219
C -3.2489 1.9954 -1.5857 0.60 1.18 2.66 1.338
C -2.1919 1.9175 -0.4402 0.51 0.36 -0.06 -1.767
C -0.7020 2.1689 -0.7485 0.35 -0.96 1.07 -1.224
C 0.0559 0.8045 -0.8385 -1.08 1.18 -0.44 -0.027
S 0.9555 0.4002 0.6377 2.41 -2.22 -1.11 1.229
O 1.4200 -0.9439 0.4582 -0.99 -0.80 -0.05 -0.598
O 2.0505 1.2825 0.8485 -0.93 1.78 0.72 -0.670
O -0.0572 0.3683 1.8787 -0.07 0.77 -0.65 -0.422
P -3.7825 3.8429 -1.7088 -0.50 0.63 -2.96 -0.232
C -5.3024 4.1226 -0.7181 0.49 -0.52 0.49 -0.563
C -2.4325 4.9555 -1.1838 0.14 -0.04 1.25 -0.668
C -2.8691 1.4637 -2.9636 -0.73 0.41 -0.36 0.176
F -2.4964 0.1575 -2.9659 -0.02 -0.13 0.31 -0.100
F -3.9985 1.5371 -3.7300 -0.08 -0.14 -0.04 -0.433
C -1.7750 2.1600 -3.8264 0.44 -0.51 -1.20 0.434
F -1.5741 3.4668 -3.6561 -0.31 0.12 0.45 -0.240
F -0.5811 1.5467 -3.6313 -0.05 -0.09 0.45 -0.297
C -2.0304 1.9689 -5.3732 1.44 0.53 -0.04 0.556
F -0.8428 2.2543 -5.9570 -0.09 0.04 -0.01 -0.277
F -2.8885 2.8472 -5.8595 -0.57 -0.43 0.11 -0.232
F -2.3041 0.7164 -5.7019 -0.63 0.07 0.06 -0.205
C -6.2609 -0.0344 -0.6714 0.49 2.03 -0.11 1.991
C -7.2382 0.4903 -1.7301 -0.39 1.05 0.52 -2.102
C -8.5197 1.1255 -1.1047 0.11 -0.27 -0.68 -0.093
C -9.5702 1.0891 -2.1900 -0.46 -0.20 0.17 0.066
N -9.3632 2.0169 -3.2815 0.28 0.08 0.28 -0.530
O -10.4954 0.3167 -2.1757 0.13 0.10 0.12 -0.554
N -6.3082 0.9876 0.4609 -0.43 -1.80 0.97 -0.624
C -6.1907 0.5352 1.5878 0.73 0.94 -0.76 0.407
S -5.8136 0.0470 3.0285 -0.35 0.02 0.05 -0.395
O -6.5155 -1.2906 -0.1107 -0.28 0.22 -0.94 -0.510
C -7.6256 -2.0155 -0.5837 0.42 -2.16 0.89 0.615
O -7.8121 -3.0375 0.3623 -0.10 0.34 0.17 -0.633
S -7.3601 -2.8534 -2.2099 -0.35 0.56 -0.76 -0.255
H 2.5465 -3.9218 -1.8217 0.10 -0.15 -0.07 0.376
H 1.6985 -4.7774 -3.1497 0.42 -0.09 0.06 0.330
H 1.5939 -5.3922 -1.4761 0.15 -0.05 -0.09 0.231
H 0.2502 -3.4911 -0.8274 -0.09 0.22 -0.07 0.122
H 0.5241 -2.6645 -2.3731 -0.08 -0.01 0.00 0.061
H -1.0931 -5.2344 -1.9051 -0.01 -0.08 -0.13 0.346
H -0.5387 -4.6789 -3.5200 0.06 -0.34 0.15 0.392
H -1.6219 -2.4582 -3.0822 -0.26 -0.13 -0.48 -0.210
H -2.8067 -3.8307 -3.2718 0.11 0.15 -0.23 0.456
H -2.7715 -4.0358 -0.7892 0.10 0.06 0.07 0.580
H -1.8906 -2.5356 -0.6422 0.04 0.09 -0.15 0.190
H -4.6671 -2.9319 -0.8186 -0.43 -0.07 -0.60 0.176
H -4.2493 -2.2101 -2.4359 -0.19 -0.12 0.04 0.713
H -4.0421 -1.1171 0.4049 -0.08 0.18 0.01 0.594
H -2.8253 -0.7060 -0.7820 -0.20 0.48 0.03 -0.851
H -4.9297 -0.1617 -2.3133 0.29 0.62 -0.15 0.379
H -2.2543 0.9888 0.1289 -0.17 -0.13 -0.34 0.561
H -2.5022 2.6674 0.2896 -0.14 -0.02 -0.10 1.065
H -0.4682 2.8184 -1.5842 -0.16 -0.05 -0.07 0.433
H -0.2778 2.6546 0.1371 -0.11 0.35 -0.20 0.469
H 0.7551 0.8130 -1.6729 0.47 -0.17 0.41 0.516
H -0.6551 0.0055 -1.0552 0.18 -0.20 0.22 -0.649
H -0.5696 -0.4445 1.7445 -0.05 -0.09 0.28 0.341
H -5.6705 5.1095 -0.9991 0.28 0.11 0.13 0.483
H -5.2068 4.0103 0.3632 -0.13 0.10 0.00 0.280
H -6.0458 3.4208 -1.0922 0.09 -0.10 0.10 -0.084
H -1.8265 4.6219 -0.3348 -0.08 0.08 0.03 0.014
H -1.7439 5.2492 -1.9723 -0.23 -0.29 -0.26 0.371
H -2.9090 5.8784 -0.8398 -0.09 -0.08 -0.04 0.443
H -6.7318 1.3295 -2.2138 0.18 -0.20 -0.08 0.526
H -7.4767 -0.2115 -2.5290 0.16 -0.29 0.25 0.588
H -8.8508 0.5922 -0.2161 -0.17 -0.05 -0.12 0.490
H -8.3084 2.1574 -0.8300 0.04 -0.03 0.01 0.275
H -9.2122 1.4797 -4.1298 0.01 -0.02 -0.04 0.269
H -10.2375 2.5117 -3.4258 -0.07 -0.03 -0.05 0.316
H -8.5708 -1.4767 -0.5880 0.21 0.35 -0.53 0.295
H -6.9679 -3.1687 0.8086 0.06 -0.02 0.05 0.401
H -6.6692 -3.9528 -1.8540 -0.12 0.35 0.46 0.168
C 1.3261 8.1864 2.6864 0.02 0.37 -0.40 -0.682
O 1.3043 6.8210 3.0942 0.79 -3.16 0.63 -0.422
P -0.1087 6.0030 2.8114 -4.51 5.18 -1.15 1.095
O -0.5382 6.5364 1.4945 0.50 -0.70 0.15 -0.679
O -0.8558 6.7311 4.0715 0.48 -0.58 0.33 -0.351
C -0.1797 6.8541 5.3365 -0.25 0.16 0.02 -0.731
O -1.1590 4.6951 2.9115 3.31 -1.06 0.22 -0.156
C -0.7500 3.5625 3.7107 -0.10 0.00 0.17 -0.774
H 2.1499 8.6618 3.2189 0.02 -0.21 0.09 0.248
H 1.5111 8.2574 1.6168 -0.15 -0.01 -0.02 0.255
H 0.3942 8.6907 2.9405 -0.05 -0.09 -0.05 0.337
H 0.1631 7.8823 5.4612 0.09 -0.02 0.00 0.266
H 0.6756 6.1846 5.4107 0.02 0.05 0.06 0.342
H -0.8824 6.6168 6.1334 -0.04 -0.04 -0.05 0.311
H -0.5838 3.8626 4.7492 -0.05 -0.04 -0.01 0.366
H 0.1598 3.1156 3.3066 -0.06 -0.08 0.02 0.354
H -1.5462 2.8229 3.6808 -0.06 0.10 -0.06 0.226
C 6.3588 -5.6073 -5.6180 -0.03 -0.42 0.37 -0.896
O 6.0937 -4.2541 -5.9887 0.12 3.39 -0.30 -0.028
P 4.5094 -3.8543 -6.2685 -3.10 -6.44 -0.60 1.000
O 3.7886 -4.6287 -5.2307 0.37 0.86 0.06 -0.682
O 4.5132 -4.6165 -7.7232 0.42 0.76 -0.19 -0.341
C 5.6106 -4.4333 -8.6285 -0.16 -0.22 0.01 -0.681
O 3.2594 -2.8526 -6.7683 2.78 1.87 0.99 -0.282
C 3.6065 -1.5755 -7.3403 -0.06 -0.04 -0.18 -0.674
H 7.4202 -5.7814 -5.7962 -0.01 0.22 -0.07 0.304
H 6.1514 -5.7550 -4.5604 -0.16 -0.03 -0.05 0.290
H 5.7732 -6.3040 -6.2167 -0.10 0.08 0.04 0.391
H 6.2443 -5.3205 -8.6119 0.07 0.04 0.00 0.257
H 6.2158 -3.5637 -8.3748 0.06 -0.03 -0.04 0.274
H 5.2104 -4.3045 -9.6332 -0.08 -0.02 0.03 0.270
H 4.2266 -1.7062 -8.2324 -0.05 0.04 0.00 0.297
H 4.1364 -0.9600 -6.6116 -0.05 0.07 -0.04 0.302
H 2.6865 -1.0702 -7.6216 -0.05 -0.11 0.03 0.239
C -1.7350 8.5866 9.4542 -0.31 0.11 -0.44 -0.569
O -0.5426 8.0683 10.0430 3.16 -0.53 0.96 -0.428
P -0.4069 6.4176 10.0748 -6.60 -2.02 -1.24 1.166
O -0.9934 6.0128 8.7736 0.84 0.24 0.16 -0.659
O -1.4702 6.2950 11.3178 0.70 0.23 0.38 -0.318
C -1.3702 7.1809 12.4423 -0.23 -0.10 -0.07 -0.729
O 0.3007 4.9606 10.5062 2.38 2.57 -0.06 -0.273
C 1.4430 4.9997 11.3859 -0.09 -0.08 0.17 -0.666
H -1.8343 9.6162 9.7969 0.19 -0.06 0.12 0.255
H -1.6518 8.5837 8.3696 -0.05 -0.14 0.01 0.172
H -2.6103 8.0172 9.7650 0.06 -0.09 -0.04 0.340
H -2.1513 7.9386 12.3751 0.04 0.06 0.02 0.247
H -0.4020 7.6769 12.4933 -0.04 0.05 0.04 0.354
H -1.5190 6.6006 13.3516 -0.03 -0.08 -0.06 0.272
H 1.1822 5.4707 12.3382 0.03 -0.05 0.00 0.292
H 2.2668 5.5428 10.9208 0.05 -0.07 0.05 0.309
H 1.7596 3.9774 11.5734 -0.11 -0.03 -0.06 0.237
C 3.5801 -5.2419 1.4299 -0.10 0.42 -0.49 -0.704
O 3.9230 -6.5102 1.9893 1.43 -2.79 1.13 -0.453
P 2.7693 -7.6874 1.8588 -5.53 3.35 -1.90 1.124
O 2.1922 -7.4516 0.5150 0.62 -0.40 0.36 -0.613
O 1.8500 -7.0580 3.0623 0.68 -0.40 0.36 -0.321
C 2.4670 -6.6028 4.2741 -0.22 0.09 -0.08 -0.719
O 2.1801 -9.2315 2.1367 3.41 0.21 0.39 -0.285
C 2.9246 -10.0853 3.0281 -0.13 0.00 0.14 -0.679
H 4.2517 -4.5032 1.8673 0.09 -0.22 0.14 0.305
H 3.7281 -5.2545 0.3524 -0.17 -0.07 -0.01 0.294
H 2.5519 -4.9676 1.6636 -0.03 -0.11 -0.06 0.331
H 2.5021 -5.5129 4.2735 0.08 0.01 0.02 0.248
H 3.4790 -6.9874 4.3929 0.01 0.06 0.04 0.352
H 1.8607 -6.9358 5.1156 -0.06 -0.03 -0.06 0.275
H 2.9986 -9.6362 4.0232 -0.01 -0.06 -0.01 0.291
H 3.9248 -10.2718 2.6342 -0.02 -0.08 0.04 0.307
H 2.3976 -11.0323 3.1073 -0.09 0.06 -0.06 0.235
C 8.6611 -2.1251 -5.5797 0.20 -0.25 -0.52 -0.543
O 8.8838 -1.3196 -4.4254 0.38 2.46 2.20 -0.445
P 9.9745 -1.9130 -3.3339 0.96 -6.44 -1.86 1.140
O 11.0254 -2.5075 -4.1930 -0.20 0.75 0.31 -0.683
O 8.9296 -3.0308 -2.7490 -0.20 0.80 0.29 -0.334
C 7.5639 -2.6758 -2.4791 0.03 -0.24 -0.08 -0.455
O 10.8151 -1.8507 -1.8854 -1.32 3.05 -0.92 -0.280
C 10.4249 -0.8494 -0.9244 -0.09 -0.12 0.14 -0.666
H 7.7173 -1.8041 -6.0203 -0.02 0.13 0.22 0.141
H 9.4545 -1.9707 -6.3084 0.10 -0.10 0.11 0.353
H 8.5887 -3.1786 -5.3170 0.06 0.01 0.02 0.281
H 6.9252 -3.0768 -3.2674 -0.04 0.05 -0.01 -0.027
H 7.4207 -1.5975 -2.4225 -0.06 -0.02 -0.01 0.348
H 7.2734 -3.1219 -1.5291 0.08 -0.04 0.00 0.291
H 9.3793 -0.9812 -0.6304 0.04 0.01 0.04 0.294
H 10.5677 0.1516 -1.3340 0.02 0.01 0.09 0.304
H 11.0547 -0.9610 -0.0459 0.04 -0.10 -0.06 0.237

Number 1: electronic energy -67768.345 eV. Number 2: electronic energy -206269.769 eV.